ORCA calculation (ωB97M-V with the def2-TZVPD basis set) on C33H35N5P3Se2V as an isolated structure.

Summary:
Kohn-Sham gap (spin up / spin down) = 4.979 / 5.678 eV
<S²> = 2.026
HOMO level (spin up / spin down) = -11.93 / -11.93 eV

Geometry as ORCA input:
```
! wB97M-V def2-TZVPD RIJCOSX def2/J DEFGRID3
* xyz 2 3
Se -2.336 0.326 -4.579
Se 1.979 -0.440 1.906
V 2.129 -2.257 0.302
P -1.733 1.038 -2.726
P 0.511 -3.951 1.225
P 0.389 0.665 0.819
N 1.095 -1.217 -0.931
N -0.084 -1.160 -2.706
N 6.014 -3.634 -0.180
N 0.840 -1.808 -2.090
N 4.077 -2.798 0.318
C -5.168 0.275 -0.698
C 1.183 -5.628 1.355
C -3.212 -0.735 2.053
C 1.027 4.069 -2.840
C 4.760 -3.470 -0.605
C -3.074 1.146 -1.507
C -1.280 1.060 2.950
C -4.233 2.257 0.294
C -0.106 3.380 0.874
C -0.917 -4.064 0.118
C -2.109 -0.462 1.258
C -3.348 -0.114 3.286
C -4.093 0.196 -1.569
C 4.960 -2.523 1.364
C 0.268 4.707 0.743
C -1.162 5.017 -3.147
C -2.388 0.787 3.732
C 1.592 5.034 0.485
C -3.153 2.180 -0.575
C 0.857 2.380 0.735
C -1.728 3.765 -2.996
C 0.460 2.813 -2.670
C 0.218 5.170 -3.069
C 2.551 4.036 0.353
C -5.239 1.303 0.232
C 6.163 -3.049 1.060
C 0.269 -0.129 -0.795
C -0.477 -0.084 -1.950
C 2.188 2.708 0.474
C -0.920 2.656 -2.737
C -1.145 0.435 1.707
C 4.228 -3.955 -1.906
C -0.138 -3.530 2.860
H -4.213 -0.325 3.902
H -5.969 -0.450 -0.767
H -0.523 1.747 3.307
H -2.024 -0.913 0.278
H 2.102 4.183 -2.809
H 4.859 -3.620 -2.729
H 3.224 -3.567 -2.089
H -0.849 -4.297 3.172
H 0.660 6.148 -3.210
H -1.400 -3.090 0.045
H 0.672 -3.471 3.586
H -6.094 1.375 0.893
H 7.096 -3.055 1.593
H -4.304 3.076 0.998
H 2.030 -5.649 2.040
H -0.639 -2.562 2.818
H 2.938 1.932 0.382
H -1.791 5.873 -3.350
H -3.974 -1.415 1.698
H 1.105 1.955 -2.524
H 6.742 -4.103 -0.698
H -1.633 -4.789 0.508
H -2.395 2.950 -0.561
H -0.601 -4.368 -0.880
H 3.583 4.297 0.160
H -0.475 5.486 0.850
H 0.409 -6.299 1.730
H -2.503 1.273 4.691
H -4.057 -0.568 -2.337
H -2.800 3.640 -3.095
H 1.505 -5.980 0.375
H 1.880 6.072 0.391
H 4.665 -1.967 2.236
H 4.190 -5.045 -1.930
H -1.135 3.129 1.094
*
```

ORCA calculation (ωB97M-V with the def2-TZVPD basis set) on C33H35O2Zr as an isolated structure in a non-equilibrium geometry.

Summary:
Kohn-Sham gap = 4.887 eV
HOMO level = -9.93 eV

Geometry as ORCA input:
```
! wB97M-V def2-TZVPD RIJCOSX def2/J DEFGRID3
* xyz 1 1
Zr 2.875 0.961 -1.866
O 0.927 2.473 2.657
O -4.758 -0.406 1.509
C 0.742 -1.179 -1.689
C 4.923 -0.436 -1.381
C 2.566 2.764 -3.431
C -0.642 -1.441 0.286
C 4.176 -1.181 -2.337
C 3.797 0.844 1.344
C -1.589 0.021 3.146
C 3.473 3.242 -2.417
C -2.883 -0.374 2.923
C 4.812 1.772 1.001
C -1.837 1.841 1.526
C 1.098 3.048 3.967
C 1.267 2.652 -2.833
C 4.847 0.787 -3.345
C -1.006 1.062 2.378
C 1.030 -3.109 -0.235
C 4.071 -0.067 2.393
C 5.345 -0.131 2.958
C 2.521 0.830 0.614
C 1.372 3.024 -1.458
C -0.257 -0.686 -0.813
C 6.378 0.694 2.490
C 1.268 -2.471 -1.447
C 1.214 -0.331 -2.804
C -3.626 0.250 1.893
C 4.118 -0.426 -3.552
C 0.408 1.275 2.484
C 2.726 3.407 -1.207
C 0.101 -2.564 0.667
C 6.104 1.638 1.491
C -3.132 1.431 1.275
C -5.269 -0.148 0.189
C 5.337 0.789 -1.998
H 1.592 -0.928 -3.640
H 3.272 -0.730 2.732
H 7.389 0.608 2.896
H -0.970 -0.467 3.894
H 0.345 2.401 -3.355
H 5.105 1.506 -4.121
H 0.402 0.310 -3.166
H 1.172 4.123 3.782
H -5.844 0.785 0.194
H 3.787 -2.185 -2.179
H -1.530 -1.146 0.856
H -0.070 -3.024 1.642
H 2.038 2.657 4.380
H 5.542 -0.831 3.774
H 5.215 -0.779 -0.389
H 4.574 2.575 0.297
H 2.791 2.646 -4.490
H 1.902 -2.934 -2.208
H -4.460 -0.095 -0.551
H 0.234 2.814 4.611
H -3.769 1.984 0.583
H 6.899 2.286 1.106
H 1.945 -0.085 0.790
H 4.500 3.567 -2.571
H -3.346 -1.205 3.453
H 3.101 3.853 -0.288
H -1.413 2.737 1.066
H -0.703 0.293 -1.015
H 1.547 -4.039 0.007
H 1.065 0.410 2.662
H 0.551 3.091 -0.745
H 6.040 1.501 -1.569
H -5.925 -0.992 -0.032
H 3.660 -0.740 -4.487
H 1.929 1.725 0.837
*
```

ORCA calculation (ωB97M-V with the def2-TZVPD basis set) on C33H36AsBCsIN12S as an isolated structure.

Summary:
Kohn-Sham gap = 5.576 eV
HOMO level = -2.23 eV

Geometry as ORCA input:
```
! wB97M-V def2-TZVPD RIJCOSX def2/J DEFGRID3
* xyz -2 1
Cs -0.577 0.098 -1.073
I 4.962 3.364 -3.406
As 1.104 -0.646 2.361
S -2.688 4.853 1.679
N 7.655 -3.611 1.889
N 2.396 1.610 -0.506
N -2.865 -3.186 -2.430
N -0.819 3.463 0.549
N 5.621 -3.631 0.459
N 3.956 -1.807 0.538
N 3.324 0.655 -0.651
N -2.893 -2.159 -1.563
N -1.615 -2.072 -4.305
N 0.207 -2.880 -1.955
N -0.391 -3.703 -2.832
N -0.504 -1.824 -5.020
C -1.600 -0.154 3.334
C 0.918 3.505 2.277
C -0.351 3.821 1.791
C -4.104 3.448 -3.304
C -2.580 -1.167 -4.579
C -2.077 -0.280 -5.507
C -3.090 2.567 -2.946
C 6.689 -3.574 1.245
C -1.231 4.580 2.581
C -2.004 3.921 0.316
C 1.367 -3.446 -1.644
C 4.274 0.988 -1.538
C 1.591 -2.368 3.186
C 0.381 -4.781 -3.075
C 2.743 0.336 2.863
C 1.532 -4.664 -2.327
C 0.385 4.662 4.333
C -0.142 0.043 3.740
C -0.872 4.999 3.857
C -3.961 -2.345 -0.799
C -4.652 -3.513 -1.170
C -2.356 2.649 -1.744
C -4.465 4.488 -2.446
C -3.907 -4.015 -2.217
C -3.783 4.627 -1.251
C 3.938 2.238 -2.008
C 1.275 3.927 3.544
C 2.756 2.582 -1.330
C 4.770 -2.644 0.536
C 2.951 0.593 4.351
C 0.435 -3.361 3.159
C -0.770 -0.743 -5.741
C -2.751 3.731 -0.931
B -1.740 -3.374 -3.480
H 3.321 -0.215 -0.107
H -0.010 -0.331 -6.388
H 2.743 1.266 2.299
H 0.744 -4.347 3.513
H 0.071 -0.437 4.699
H 0.068 1.109 3.855
H 0.047 -3.480 2.144
H -4.044 5.448 -0.586
H -2.285 0.214 4.102
H 1.589 2.946 1.637
H -0.391 -3.027 3.793
H -5.254 5.181 -2.713
H 0.683 4.978 5.326
H 2.368 -5.342 -2.281
H -1.832 -1.206 3.154
H -4.625 3.330 -4.251
H -3.530 -1.198 -4.073
H 2.258 3.687 3.931
H 3.549 -0.276 2.456
H -1.557 5.578 4.465
H 2.154 3.474 -1.414
H 2.435 -2.730 2.598
H -4.199 -1.632 -0.024
H 5.092 0.324 -1.765
H -5.551 -3.924 -0.743
H 2.036 -2.966 -0.943
H 3.906 1.093 4.533
H -2.859 1.765 -3.646
H -1.820 0.392 2.413
H 2.961 -0.340 4.919
H 0.053 -5.537 -3.770
H -2.064 -4.316 -4.175
H -4.034 -4.894 -2.828
H -2.565 0.589 -5.917
H 1.937 -2.202 4.209
H 2.164 1.224 4.765
*
```

ORCA calculation (ωB97M-V with the def2-TZVPD basis set) on a 2-piece molecular cluster, C33H36BF3O3 overall in a non-equilibrium geometry.

Summary:
Kohn-Sham gap = 3.911 eV
HOMO level = -6.03 eV

Geometry as ORCA input:
```
! wB97M-V def2-TZVPD RIJCOSX def2/J DEFGRID3
* xyz 0 1
F 5.585 1.934 -0.973
F 5.683 2.213 1.204
F 5.334 3.935 -0.117
O -0.309 3.820 -0.579
O -1.070 0.369 1.432
O -1.288 0.639 -0.873
C 2.800 2.285 -1.025
C 0.752 1.812 0.269
C -2.615 0.316 -0.401
C 1.890 -3.790 2.096
C -2.379 -0.159 1.103
C 0.330 -1.443 -2.856
C 2.987 -3.498 4.354
C -3.412 1.610 -0.498
C -0.976 -3.304 -3.694
C 0.236 -1.902 -1.521
C -1.210 4.797 1.227
C 5.021 2.614 0.076
C 1.486 1.956 -1.013
C -1.113 -3.755 -2.378
C -0.015 3.039 0.494
C 2.990 -1.710 2.592
C 0.945 -1.176 -0.483
C -0.478 3.650 1.635
C 2.917 2.214 1.398
C -1.049 4.887 -0.128
C 2.592 -2.990 3.005
C -1.575 -4.063 -4.843
C -3.195 -0.727 -1.345
C 1.642 -1.891 0.561
C -3.340 0.402 2.137
C 2.555 -1.191 1.388
C -2.282 -1.667 1.262
C 1.631 1.754 1.455
C -0.236 -2.132 -3.917
C -1.575 5.792 -1.113
C 1.532 -3.280 0.852
C -0.532 -3.081 -1.312
C 3.537 2.374 0.161
B -0.457 0.660 0.234
H -0.283 3.310 2.641
H 1.426 -0.261 -0.811
H -2.216 -4.868 -4.465
H 2.912 -0.215 1.067
H 3.496 2.391 2.304
H -1.447 -2.076 0.680
H 3.312 2.465 -1.973
H -3.207 -2.165 0.947
H -3.281 -0.304 -2.351
H -4.350 -0.014 2.010
H 2.231 -4.178 4.758
H -4.464 1.439 -0.240
H 3.956 -4.014 4.335
H 0.938 1.800 -1.944
H 1.175 -3.970 0.088
H 3.097 -2.651 5.035
H -1.787 5.443 1.875
H -2.196 -3.407 -5.468
H 1.647 -4.824 2.358
H -3.396 1.497 2.089
H -3.355 1.984 -1.529
H -0.110 -1.785 -4.947
H -2.373 5.302 -1.680
H 0.910 -0.541 -3.045
H -4.201 -1.008 -1.005
H -3.004 2.380 0.165
H -2.105 -1.936 2.314
H -2.976 0.118 3.135
H -2.570 -1.622 -1.425
H -2.010 6.652 -0.596
H -0.668 -3.513 -0.321
H -0.832 6.160 -1.828
H 1.201 1.415 2.405
H -0.798 -4.508 -5.486
H 3.647 -1.128 3.245
H -1.656 -4.682 -2.202
*
```